39
Properties=species:S:1:pos:R:3:forces:R:3 method="wB97M-V/def2-TZVPD" charge=0 homo_ha=-0.3334 relative_energy_kcal_mol=428.9 total_energy_ev=-22937.6505 largest_force_ev_per_a=16.46
N -1.5555 1.2220 0.8893 -7.435 2.431 0.112
C -1.9940 0.1804 0.0995 -4.416 2.553 3.305
N -1.4028 -0.6572 -0.5650 -1.667 -3.580 -2.366
O -0.1107 -0.9320 -0.6446 -0.476 -0.091 -5.559
C 0.7160 -0.9522 0.2304 -3.629 4.510 14.426
O 0.3750 -0.4968 1.5603 1.423 -2.476 -6.279
C 1.9919 -1.2513 0.0743 5.180 2.890 -11.161
C 2.8612 0.1901 -0.4083 2.121 -2.793 10.175
C 4.2671 -0.0783 -0.8232 3.352 8.552 12.890
C 5.1369 1.1601 -1.0010 -4.608 3.093 -1.740
H 5.4710 1.3877 -1.9743 0.704 -0.737 -1.568
H 4.3450 2.1751 -1.0273 2.338 -2.446 1.092
C 6.2366 1.0670 -0.0597 1.690 9.518 4.475
H 5.8705 1.7900 1.0132 0.824 -1.982 -2.765
H 7.0698 1.7989 -0.4157 -0.799 -1.854 0.691
C 6.4545 -0.2557 0.4198 9.340 -0.319 -2.710
H 7.1277 -0.5558 1.2609 -1.086 0.930 -0.237
H 7.0568 -0.6795 -0.4647 -0.166 -0.019 0.842
C 5.2401 -0.7472 0.2767 -11.638 -7.192 2.072
H 5.1336 -1.8808 0.2778 0.564 0.881 -0.775
H 4.6506 -0.6879 1.2347 0.290 0.831 -0.349
H 4.1661 -0.6017 -1.4903 -0.793 -9.801 -13.204
H 2.8833 0.8430 0.7088 0.169 -1.859 -2.772
H 2.3209 0.8305 -0.8688 -3.706 3.680 -4.270
H 2.0139 -1.5029 -1.2725 0.279 -0.754 3.929
H 2.6400 -1.7207 0.6586 1.916 -2.339 2.614
C -3.6118 -0.0166 -0.0359 3.511 11.031 -0.159
C -4.3150 1.5144 -0.0985 -6.962 -13.754 1.305
C -5.8096 1.2816 -0.0738 6.094 8.846 -0.879
C -6.3578 0.0657 -0.1963 -7.836 4.199 -0.327
C -5.6582 -0.9665 -0.2949 -0.623 -11.614 -0.715
C -4.3235 -1.0731 -0.2581 2.501 -1.868 1.127
H -3.6846 -1.9183 -0.0967 -0.558 -1.296 -0.614
H -6.2046 -2.1523 -0.3371 1.260 3.820 -0.075
H -7.5010 0.0150 -0.3511 1.906 0.002 0.592
H -6.2463 2.4448 -0.1782 -0.012 -3.761 0.426
H -3.8177 2.3126 -0.2005 3.534 6.099 -0.448
H -2.2405 1.7629 1.6571 2.173 -2.484 -3.186
H -0.7073 1.1079 1.2254 5.241 -0.847 2.085

---

41
Properties=species:S:1:pos:R:3:forces:R:3 method="wB97M-V/def2-TZVPD" charge=0 homo_ha=-0.2888 relative_energy_kcal_mol=49.0 total_energy_ev=-24817.7100 largest_force_ev_per_a=6.87
C 1.2643 0.3233 3.0206 -0.500 -0.716 -0.913
C 2.1241 1.1235 2.0520 0.154 -1.746 1.898
C 3.7199 1.1246 2.4847 -1.680 -0.892 0.457
C 4.1675 2.3119 1.6294 0.402 0.796 1.498
C 2.8494 2.8763 1.0292 1.966 1.111 -1.043
C 2.5458 1.9574 -0.1411 0.015 0.509 0.929
C 2.0925 0.6906 0.5880 -0.527 -0.807 -1.041
N 0.7896 0.2355 0.1040 -2.119 -1.695 -1.589
C 0.6645 -0.5804 -0.9445 2.724 3.036 3.935
N 1.9257 -0.7536 -1.5920 -0.914 -1.951 -1.545
C 2.2430 -2.0239 -2.0239 -0.749 6.552 1.929
N 2.4230 -3.0764 -2.3424 0.867 -4.836 -1.578
N -0.4735 -1.2742 -1.2958 1.450 0.104 -2.096
C -1.6921 -1.0219 -0.6799 -2.356 1.494 1.287
C -2.8710 -0.6335 -1.4349 1.643 -1.184 2.506
C -4.0862 -0.6072 -0.7800 -0.879 1.150 -2.704
C -4.1182 -0.8085 0.6069 0.676 0.387 -1.236
N -5.2267 -0.7254 1.3509 -0.809 -0.904 -0.497
N -3.0462 -1.0117 1.3163 3.591 0.240 0.060
C -1.8023 -1.0089 0.7205 -3.384 -1.493 -2.170
C 1.7706 2.5971 2.0300 -0.112 -0.665 -0.912
H 1.7721 0.2546 3.9445 0.373 0.093 1.265
H 0.2938 0.7837 3.1621 -0.175 0.196 0.083
H 1.0347 -0.7172 2.7473 0.320 0.230 -0.336
H 3.8792 1.2566 3.6614 -0.465 -0.359 -2.652
H 4.1880 0.1569 2.1089 -0.542 1.085 0.895
H 4.6194 3.0681 2.3018 0.032 -0.247 -0.546
H 4.9252 1.9579 0.9229 -0.249 0.567 -0.223
H 2.9903 3.9075 0.7340 -0.073 0.341 -0.179
H 1.7761 2.3780 -0.7155 -1.499 0.359 -0.818
H 3.3769 1.8924 -0.8015 0.990 -0.374 -0.491
H 2.8013 -0.1223 0.4473 0.351 -0.222 0.243
H 2.6024 -0.0032 -1.3664 -0.443 -1.377 -0.552
H -0.5586 -1.6301 -2.2722 0.490 0.548 1.237
H -2.7108 -0.3553 -2.4431 -0.300 -0.010 -1.037
H -4.9776 -0.2983 -1.4685 1.365 -0.689 1.870
H -5.9076 -0.1038 0.9908 -0.880 0.368 0.604
H -4.9346 -0.8816 2.2897 -0.856 0.585 0.942
H -0.9606 -1.2590 1.2756 1.154 -0.048 1.289
H 0.7254 2.8268 1.6631 1.161 -0.317 0.511
H 1.9969 2.9778 2.9997 -0.212 0.781 0.721

---

45
Properties=species:S:1:pos:R:3:forces:R:3 method="wB97M-V/def2-TZVPD" spin_multiplicity=2 charge=+2 homo_ha="-0.5832 / -0.5855" s2=0.75 relative_energy_kcal_mol=0.0 total_energy_ev=-92000.7879 largest_force_ev_per_a=0.82
Ti 0.5958 -0.1745 -0.2257 0.792 -0.175 0.118
C 0.1663 -3.7161 0.0908 -0.023 -0.021 0.005
C -0.9214 -3.1666 1.0000 0.029 0.037 0.016
S -1.5341 -1.6034 0.3055 0.037 0.051 -0.091
C -2.2658 -0.7764 1.7499 -0.050 0.009 0.007
C -2.3672 0.7175 1.4934 -0.011 0.022 0.019
S -0.8184 1.5495 1.0172 0.045 0.016 -0.014
C 0.0964 1.7976 2.5740 0.002 0.030 -0.003
C 0.8005 0.5772 3.1494 -0.019 -0.010 -0.002
S 1.9456 -0.0966 1.9065 -0.170 -0.001 -0.055
C 2.1448 -1.8392 2.3855 0.018 -0.031 0.011
C 2.6093 -2.6349 1.1744 0.007 0.009 0.000
S 1.5264 -2.5733 -0.2878 -0.069 0.025 0.003
H -0.2423 -3.9782 -0.8866 0.000 0.012 -0.001
H 0.5953 -4.6283 0.5064 0.017 0.012 0.004
H -0.5672 -2.9987 2.0154 0.002 0.007 -0.003
H -1.7553 -3.8671 1.0420 -0.001 -0.003 -0.005
H -1.6628 -1.0054 2.6269 0.004 -0.007 -0.006
H -3.2655 -1.1815 1.9085 0.002 -0.008 -0.018
H -2.7528 1.2333 2.3733 0.006 0.003 -0.001
H -3.0425 0.9243 0.6640 0.003 -0.016 -0.005
H -0.5961 2.2193 3.3029 -0.015 -0.012 -0.007
H 0.8159 2.5821 2.3326 0.002 -0.004 0.008
H 0.1006 -0.1992 3.4524 0.006 -0.007 -0.009
H 1.3804 0.8727 4.0238 0.014 -0.003 -0.006
H 1.2032 -2.2084 2.7870 0.002 0.009 0.004
H 2.8985 -1.8947 3.1711 0.007 0.019 -0.006
H 2.7472 -3.6845 1.4357 -0.007 0.000 -0.001
H 3.5709 -2.2681 0.8116 -0.005 0.008 -0.005
O 3.4534 1.2995 -2.6711 -0.013 0.082 -0.012
C 2.3358 1.1379 -2.3236 0.049 -0.197 0.022
O 2.0089 0.3485 -1.2335 -0.536 0.021 0.114
C 1.1050 1.7513 -2.9017 -0.004 0.070 -0.003
C 1.1651 2.9461 -3.6119 0.024 -0.007 0.022
C -0.0071 3.5715 -4.0120 -0.018 0.029 -0.036
C -1.2478 3.0363 -3.6817 0.014 -0.024 0.027
C -1.2779 1.8476 -2.9797 0.027 0.124 0.124
C -0.1227 1.1771 -2.6233 -0.068 0.003 -0.094
N -2.5557 1.2882 -2.5259 0.031 -0.571 -0.441
O -3.5683 1.6343 -3.0618 -0.006 0.201 0.159
O -2.4841 0.4349 -1.6351 -0.037 0.221 0.146
H 2.1320 3.3819 -3.8277 -0.001 -0.002 -0.002
H 0.0406 4.5013 -4.5616 0.001 -0.002 0.000
H -2.1718 3.5287 -3.9517 0.000 0.006 0.002
H -0.2112 0.1365 -2.2978 -0.086 0.071 0.015

---

57
Properties=species:S:1:pos:R:3:forces:R:3 method="wB97M-V/def2-TZVPD" spin_multiplicity=2 charge=0 homo_ha="-0.4135 / -0.4135" s2=0.75 total_energy_ev=-60796.4106 largest_force_ev_per_a=4.95
Ag 0.3068 1.7281 1.5096 -0.335 0.122 0.662
B 2.1485 4.0300 1.2149 -1.676 -0.519 -1.085
F 2.5996 4.1288 -0.0562 0.342 0.641 0.094
F 2.4612 2.7859 1.7244 0.634 -0.396 0.824
F 2.1298 5.0685 2.0529 0.616 0.257 0.153
F 0.5229 3.7692 0.9912 0.209 -0.531 0.066
B 0.4915 -0.1566 -0.9925 1.440 -0.585 -0.170
F -0.2163 -1.3355 -0.8611 -0.657 -0.006 0.409
F 1.6711 -0.2347 -0.1937 -0.265 0.123 -0.718
F 0.7296 0.0462 -2.3417 0.097 0.481 0.278
F -0.1885 0.9927 -0.4378 -0.674 0.063 -0.658
C -4.9130 -1.9688 1.4505 -0.608 0.341 -2.638
C -3.6132 -1.2179 1.1570 -1.264 1.581 -0.580
O -2.6823 -1.6832 2.0414 0.047 -1.327 0.479
C -3.2455 -2.7050 2.7334 -0.051 -0.858 2.147
O -2.6614 -3.3381 3.5718 -0.651 0.554 -1.212
O -4.5788 -2.8489 2.4315 2.149 -1.352 2.042
F -3.8298 0.1032 1.4293 0.068 0.783 0.514
H -5.2625 -2.5566 0.5709 0.120 0.679 0.419
H -5.6908 -1.2881 1.7897 0.038 0.118 -0.122
H -3.2445 -1.2032 0.1620 0.303 -0.577 -0.799
C 3.4378 1.3146 -4.0866 -0.489 0.716 -0.765
C 2.5608 0.7893 -5.1475 -0.310 0.469 -0.043
N 1.8563 0.4322 -5.9864 0.364 0.048 0.461
H 2.8851 1.6442 -3.2156 -0.282 -0.299 0.127
H 4.0115 2.1818 -4.4214 -0.168 -0.107 -0.312
H 4.1309 0.5547 -3.8539 0.766 -0.921 0.597
C 4.7668 -0.2051 0.1580 -0.007 0.646 0.304
C 4.0206 -0.5908 1.3785 0.488 0.230 -1.121
N 3.3967 -0.8002 2.3133 -0.283 -0.311 0.569
H 5.6746 -0.8590 0.0267 -1.191 0.555 -0.142
H 5.1383 0.8343 0.4061 -0.382 -1.002 -0.652
H 4.0250 -0.1766 -0.7108 1.309 -0.180 1.123
C 0.4861 -2.8417 1.7249 1.275 1.576 0.914
C 0.3711 -1.3708 1.8909 -1.676 2.108 0.380
N 0.0462 -0.2716 2.1468 1.406 -2.808 -0.914
H 0.7516 -3.0846 2.8070 -0.299 -0.696 -1.635
H 1.2662 -3.0535 0.9572 -0.315 0.096 0.928
H -0.4601 -3.2088 1.3474 -0.204 -0.123 0.379
C 0.1681 -2.3101 -4.2527 0.568 -0.926 0.976
C 1.5805 -2.5078 -3.8433 -0.379 0.368 -0.394
N 2.6950 -2.5735 -3.5718 -0.151 -0.134 0.092
H 0.0665 -1.2931 -4.5723 -0.056 0.489 -0.450
H -0.4492 -2.4321 -3.3449 0.128 -0.112 -0.511
H -0.0940 -3.0389 -5.0349 -0.005 0.404 0.326
C -1.4765 2.7419 5.7981 -1.102 -0.487 -1.072
C -1.0116 2.6121 4.4249 -0.078 -0.131 0.253
N -0.6142 2.2388 3.4250 0.298 0.547 -0.554
H -0.6093 2.9424 6.3887 0.329 -0.163 0.766
H -1.9471 1.7407 5.9097 0.393 0.622 0.800
H -2.2432 3.5125 5.9345 0.302 -0.131 -0.173
C -2.5243 1.0120 -2.7684 -0.844 -0.055 1.552
C -3.6944 0.5006 -1.9395 3.984 1.596 -2.476
N -4.4705 -0.0348 -1.3253 -2.386 -1.170 1.408
H -1.5662 0.5772 -2.4784 -0.430 -0.431 -0.007
H -2.3672 2.0712 -2.6420 -0.343 0.435 0.169
H -2.7420 0.8366 -3.7898 -0.110 -0.313 -1.008